No. 1
Here is a 5-piece molecular cluster, C12H21N3O2 overall from OMol25. Energies are from ωB97M-V/def2-TZVPD.

Structure (ORCA input):
```
! RIJCOSX wB97M-V def2-TZVPD def2/J DEFGRID3
* xyz 1 2
H -10.502 7.938 -30.171
C -8.012 13.443 -32.060
H -7.484 10.262 -29.086
N -7.356 13.627 -31.159
C -9.206 9.736 -30.451
H -11.103 9.402 -29.354
C -8.835 13.117 -33.198
C -10.211 8.854 -29.657
H -8.301 13.082 -34.147
C -12.577 9.598 -25.887
C -12.368 10.512 -27.022
H -7.922 11.442 -30.176
H -12.321 10.115 -24.962
O -12.243 5.363 -31.630
C -11.790 5.689 -32.725
C -12.045 11.359 -33.728
C -12.784 5.848 -33.856
H -12.113 8.615 -25.969
C -11.643 9.978 -33.749
H -10.493 7.159 -33.208
H -12.420 9.530 -34.368
N -12.350 12.458 -33.718
H -9.804 8.508 -28.707
H -11.606 9.469 -32.786
H -10.669 10.009 -34.237
H -9.847 5.484 -33.500
H -8.969 11.095 -28.806
N -12.237 11.220 -27.910
O -9.307 9.834 -31.676
H -9.677 13.796 -33.330
H -9.223 12.101 -33.125
H -12.476 6.399 -34.744
C -8.371 10.638 -29.595
H -13.167 4.875 -34.164
H -13.641 9.361 -25.907
H -9.906 6.233 -31.838
C -10.377 6.148 -32.817
H -13.626 6.371 -33.403
*
```

Expectation value of S²   0.7567
Maximum force   2.4 eV Å⁻¹
E_tot   -21338.502 eV

No. 2
Here is the molecule C12H21N7O3 from OMol25. Energies are from ωB97M-V/def2-TZVPD.

Structure (ORCA input):
```
! RIJCOSX wB97M-V def2-TZVPD def2/J DEFGRID3
* xyz 0 1
O 2.983 1.283 1.469
H -2.574 2.080 2.694
H -4.912 2.115 -2.288
H -3.187 3.164 0.382
H -3.485 2.325 -1.542
N -4.170 1.627 -1.788
H -1.143 2.722 1.715
C 2.874 -1.264 -1.034
H 3.434 -1.121 1.833
C -0.217 0.017 1.087
C -4.557 0.819 -0.643
H 2.067 -1.239 3.338
N -3.764 1.058 0.382
H 2.470 -2.842 0.339
H -2.050 2.083 -0.442
C 2.433 -0.993 1.465
H 5.209 0.366 -2.502
H -2.274 -0.321 1.923
H -3.903 0.598 1.234
H -6.201 0.002 -1.526
H 0.677 1.938 0.720
C 3.642 -1.187 -3.053
H 0.961 -1.748 -0.223
C -2.736 2.105 0.450
C 2.101 -1.764 0.090
N 4.353 -0.275 -2.238
H -2.113 -2.071 -0.670
N 2.763 -1.781 -2.310
C 3.937 -0.422 -0.912
O -0.829 0.077 -1.226
C -1.957 1.988 1.776
O -1.682 -1.586 0.013
H 0.182 -0.984 1.375
H 1.922 -2.707 2.493
H -1.075 0.269 3.015
C -0.975 -0.456 -0.196
C -1.452 0.488 1.996
H 4.382 0.072 -0.181
N -5.592 0.059 -0.669
N 0.863 0.928 0.862
N 1.644 -1.705 2.464
H 3.992 -1.103 -4.111
C 2.101 0.475 1.217
*
```

SMILES   [H]/N=C(\N)NCCC[C@H](NC(=O)[C@@H](N)Cc1c[nH]cn1)C(=O)O
Maximum force   6.1 eV Å⁻¹
E_tot   -29355.843 eV
Energy relative to the best compared isomer or geometry (same formula, charge and spin)   4.032 eV

No. 3
Here is the molecule C12H21NO3 from OMol25. Energies are from ωB97M-V/def2-TZVPD.

Structure (ORCA input):
```
! RIJCOSX wB97M-V def2-TZVPD def2/J DEFGRID3
* xyz 0 1
O 6.300 0.289 0.378
C -1.249 1.658 0.487
O 1.788 -2.524 0.744
H -3.143 -1.730 -1.651
H -2.935 2.891 0.056
H -4.648 -0.904 -0.076
H -4.588 1.317 -0.496
H -0.400 -1.717 0.909
C -0.412 -0.800 0.310
H -3.187 0.943 -1.478
H -1.611 0.058 1.885
H 3.205 0.859 0.681
H 3.219 -0.618 -1.377
C -3.570 0.920 -0.457
C 3.318 -1.032 -0.372
C -2.703 -1.503 -0.677
O 4.968 1.378 -1.039
H 5.807 1.689 -1.412
N 0.965 -0.609 -0.119
H 4.102 -0.415 1.549
H -2.669 -2.437 -0.111
H -3.161 1.832 1.442
C 5.194 0.557 -0.001
C 3.904 0.028 0.573
C -1.275 -1.028 -0.934
C -3.631 -0.526 0.051
C 1.955 -1.486 0.142
H 3.979 -1.898 -0.403
H -0.834 1.687 -0.522
H 1.168 0.230 -0.639
C -0.818 0.376 1.212
H -0.830 2.513 1.022
H -1.291 -0.122 -1.540
H -0.775 -1.800 -1.526
H 0.051 0.592 1.840
C -2.763 1.876 0.425
H -3.429 -0.543 1.121
*
```

SMILES   O=C(O)CCC(=O)NC1CCCCCCC1
Maximum force   0.7 eV Å⁻¹
E_tot   -20418.660 eV
Energy relative to the best compared isomer or geometry (same formula, charge and spin)   0.137 eV

No. 4
Here is C12H21NSi as an isolated structure from OMol25. Energies are from ωB97M-V/def2-TZVPD.

Structure (ORCA input):
```
! RIJCOSX wB97M-V def2-TZVPD def2/J DEFGRID3
* xyz 0 1
H -4.608 -0.723 -1.770
H 1.910 0.489 -2.145
H -3.758 2.137 1.302
C -3.437 1.376 0.650
C -0.548 -2.532 1.040
Si 0.135 -0.457 -0.509
H 1.722 -3.524 -0.021
H 1.825 -0.136 1.757
H 2.981 2.784 2.136
C 2.224 3.068 1.571
H 0.472 1.885 2.271
H 2.651 0.710 0.507
H -1.244 1.339 1.209
H -0.098 -2.508 2.041
H -2.178 -1.376 -1.853
N 0.085 -2.076 -0.152
H 1.106 -1.113 -2.662
C 1.111 -2.983 -0.787
C -3.995 -0.254 -1.069
C -4.403 0.713 -0.125
C 1.157 2.003 1.380
H 0.588 2.382 0.640
H 2.401 3.270 0.502
C -2.584 -0.508 -1.240
C 0.954 -0.073 -2.178
H -1.488 -2.080 1.113
C 1.650 0.645 0.942
C -1.672 0.109 -0.386
H -0.971 -3.622 0.860
H 1.858 -2.496 -1.369
H 0.798 -3.792 -1.410
H 1.664 3.914 1.954
H 0.139 0.531 -2.776
H -5.477 1.067 -0.163
C -2.064 1.014 0.575
*
```

Maximum force   5.8 eV Å⁻¹
E_tot   -22150.119 eV
Energy relative to the best compared isomer or geometry (same formula, charge and spin)   3.028 eV

No. 5
Here is C12H22AsClN2O2SY as an isolated structure from OMol25. Energies are from ωB97M-V/def2-TZVPD.

Structure (ORCA input):
```
! RIJCOSX wB97M-V def2-TZVPD def2/J DEFGRID3
* xyz 3 1
H -4.791 -2.125 -3.506
H 3.292 2.203 -1.213
H 4.350 3.472 1.409
C -1.658 1.695 3.237
C -1.161 -0.644 3.337
H -1.184 -1.596 3.853
C -0.139 -1.787 1.459
C -4.062 -1.366 -3.787
Cl -2.375 0.395 5.494
H 4.777 1.074 1.228
H -4.065 -0.237 -0.845
H -1.583 -3.345 -3.657
H 5.510 1.374 -0.350
N 3.061 0.174 -0.764
H -3.854 -1.936 -0.382
N 5.030 3.105 0.738
H -3.672 -1.581 -4.780
H -0.958 -3.265 -1.986
C 4.723 1.693 0.333
C -0.599 -0.582 2.036
O 0.026 0.818 0.156
C -3.344 -1.047 -0.752
H -4.537 -0.387 -3.790
C 3.341 1.565 -0.330
H -2.586 -3.899 -2.304
H -2.084 2.574 3.705
H 5.952 3.159 1.184
Y 0.520 -0.459 -1.291
O 0.285 -1.939 0.271
As -2.620 -1.392 -2.517
H -2.558 -0.752 -0.059
C -0.546 0.674 1.347
C -1.843 -3.164 -2.615
H 2.555 1.876 0.360
C -1.101 1.789 1.981
C -1.685 0.472 3.932
H -1.082 2.731 1.448
S -1.204 0.141 -3.101
H 5.051 3.741 -0.065
H 3.266 -0.468 0.002
H 3.716 -0.074 -1.503
H -0.163 -2.682 2.086
*
```

Maximum force   1.4 eV Å⁻¹
E_tot   -105093.022 eV
Energy relative to the best compared isomer or geometry (same formula, charge and spin)   0.134 eV

No. 6
Here is C12H22AsIrN4S4 as an isolated structure from OMol25. Energies are from ωB97M-V/def2-TZVPD.

Structure (ORCA input):
```
! RIJCOSX wB97M-V def2-TZVPD def2/J DEFGRID3
* xyz 0 5
C -1.175 2.482 -0.079
C -3.182 3.021 -1.275
C 0.743 -0.971 -2.061
H 0.134 -3.007 -2.243
C 2.712 -0.078 -0.798
H -4.726 4.487 -1.044
H -2.592 -0.300 -0.991
C -4.147 4.022 -1.845
H 3.115 -2.118 -0.197
H 1.313 -0.962 -2.998
S 2.733 1.245 3.383
H 3.001 0.901 -0.415
N 2.036 -1.176 1.322
S -0.899 1.195 3.058
H 2.662 -3.068 2.068
H -0.295 2.765 0.485
N -1.360 1.167 -0.253
H 1.051 0.924 -1.408
H 1.611 -4.015 0.218
C 3.040 -1.131 0.261
H 3.301 -0.275 -1.701
C -3.380 1.656 -1.426
H 1.168 -2.403 2.730
C 0.715 -2.408 -1.537
H -3.615 4.816 -2.368
H -4.251 1.274 -1.945
H -0.275 -0.649 -2.287
H -0.782 -2.830 -0.197
H -4.844 3.554 -2.538
H 1.723 -2.821 -1.548
H -1.854 4.477 -0.403
N 1.280 -0.010 -1.093
H 4.023 -0.908 0.682
H 0.252 -3.988 1.323
C -2.053 3.427 -0.574
S 0.578 -0.227 5.916
H 2.313 -0.575 2.114
C 1.746 -2.526 1.815
Ir -0.052 -0.297 0.925
C -2.455 0.771 -0.901
S -1.356 -0.816 2.726
C 0.946 -3.351 0.777
As 0.921 1.247 4.492
N 0.178 -2.520 -0.174
*
```

Expectation value of S²   6.0290
Maximum force   0.7 eV Å⁻¹
E_tot   -125778.722 eV
Energy relative to the best compared isomer or geometry (same formula, charge and spin)   0.611 eV

- E_tot of number 1 (C12H21N3O2)?
  -21338.502 eV

- What is the E_tot in the sixth record?
  -125778.722 eV